Entry 1:
90
Properties=species:S:1:pos:R:3:forces:R:3:mulliken_charge:R:1 method="wB97M-V/def2-TZVPD" homo_energy_ev=-9.75 smiles=CC(C)O.CC(C)O.CC(C)O.CC(C)O.CC(C)O.CC(C)O.CC(C)O.CO e_above_lowest_kj_mol=66.8 gap_ev=10.17 energy_ha=-1476.07234
C -13.200850 -19.902608 1.500924 0.293 0.556 -0.193 -1.128
C -13.428812 -18.387299 1.569564 -0.684 -0.906 0.542 1.190
C -14.527470 -17.915214 0.638453 -0.127 -0.448 -0.123 -1.571
O -13.849849 -18.011870 2.878267 0.136 0.377 -0.048 -0.556
H -12.794893 -20.093265 0.502886 -0.055 -0.432 0.100 0.487
H -14.103825 -20.484489 1.679015 -0.127 0.093 -0.124 0.156
H -12.463690 -20.178094 2.256717 0.070 -0.076 -0.075 0.154
H -12.462476 -17.945862 1.292728 -0.117 0.398 0.135 -0.163
H -14.658709 -16.842174 0.762727 0.115 0.081 -0.495 0.373
H -15.500748 -18.368188 0.852165 0.177 -0.108 0.503 0.320
H -14.328677 -18.266935 -0.377030 0.221 0.629 -0.137 0.400
H -13.111590 -18.133260 3.492924 0.127 -0.159 -0.243 0.274
C -15.636131 -19.719802 9.555625 -0.735 -0.462 0.764 -1.246
C -14.434809 -19.078787 10.211726 0.869 0.872 -1.141 0.517
C -13.375974 -18.802172 9.136533 0.819 -0.458 -0.114 -0.817
O -14.871338 -17.840997 10.767017 -0.373 -0.007 0.290 -0.589
H -15.866681 -19.251542 8.599987 0.136 -0.081 -0.081 0.275
H -16.529655 -19.617328 10.179216 0.147 0.221 0.073 0.389
H -15.530019 -20.800512 9.455621 0.326 0.035 -0.364 0.254
H -13.906395 -19.693700 10.947554 -0.598 -0.184 0.259 0.228
H -13.075617 -19.746946 8.669430 -0.138 -0.086 -0.029 -0.100
H -12.439426 -18.414817 9.555561 -0.229 0.173 0.147 0.313
H -13.677532 -18.128997 8.333233 -0.382 0.062 0.203 0.395
H -14.244204 -17.502653 11.410623 0.171 -0.113 -0.075 0.339
C -9.915284 -16.174285 3.309738 0.461 0.940 0.402 -0.249
C -9.054599 -15.494413 2.236512 -0.690 -1.210 -0.916 0.075
C -8.543862 -16.552591 1.247095 0.393 -0.623 1.132 -0.778
O -9.775514 -14.516579 1.478292 0.119 0.024 0.638 -0.565
H -10.054543 -15.420897 4.090967 -0.313 -0.201 0.094 0.275
H -9.346433 -16.994565 3.751227 -0.047 -0.077 -0.032 -0.091
H -10.891338 -16.539009 2.996386 0.078 -0.007 -0.293 0.056
H -8.241127 -15.012846 2.778671 0.101 0.299 -0.445 0.348
H -7.982331 -17.301190 1.821904 0.348 0.204 -0.169 0.023
H -7.920462 -16.144288 0.457529 -0.083 0.033 -0.090 0.368
H -9.354926 -17.177495 0.859524 -0.228 0.492 -0.291 0.203
H -10.471628 -15.019819 1.040506 -0.072 0.216 -0.071 0.355
C -15.036014 -20.304498 4.950112 0.024 -0.297 -0.380 -0.164
C -16.122423 -21.070256 4.194229 0.948 0.198 -0.496 0.513
C -16.084364 -22.555129 4.476710 -0.912 0.158 1.663 -1.252
O -17.423737 -20.595073 4.494855 -0.149 -0.196 0.041 -0.598
H -15.003605 -20.549308 6.012586 -0.176 0.112 0.040 -0.105
H -15.168422 -19.236345 4.779948 0.058 0.045 0.170 0.445
H -14.076246 -20.579279 4.501124 0.081 0.093 0.157 -0.010
H -15.878978 -20.915096 3.132448 -0.383 0.053 -0.058 -0.088
H -17.016721 -23.028662 4.167696 0.319 -0.163 -0.671 0.407
H -16.161090 -22.646135 5.570395 0.173 -0.045 -0.042 0.198
H -15.172037 -23.075899 4.202435 -0.069 0.080 -0.466 0.341
H -17.505216 -19.695087 4.166140 0.062 0.020 0.039 0.361
C -7.802043 -20.973681 5.630806 0.000 0.343 0.631 -0.849
C -7.913150 -19.755095 4.720429 0.183 -1.062 -0.421 0.929
C -6.612023 -19.492774 3.981575 0.505 1.237 1.056 -1.493
O -8.968236 -19.996826 3.780047 -0.358 0.469 -0.044 -0.490
H -7.134620 -20.797146 6.478574 0.141 0.106 -0.148 0.376
H -7.419332 -21.841947 5.092662 -0.117 -0.004 -0.107 0.424
H -8.771656 -21.200471 6.076890 -0.024 -0.102 -0.225 -0.234
H -8.253753 -18.876767 5.273724 0.202 -0.015 0.075 0.178
H -6.644375 -18.524155 3.478226 -0.290 -0.378 -0.699 0.273
H -6.290319 -20.328745 3.364575 -0.173 0.083 -0.246 0.384
H -5.801995 -19.279973 4.692764 -0.114 -0.503 0.164 0.401
H -8.696000 -20.635294 3.114116 0.103 -0.021 0.066 0.245
C -8.730503 -18.888061 11.142913 0.122 0.059 -0.411 -1.524
C -9.685755 -19.729724 10.324942 0.158 -0.313 -0.496 1.100
C -9.461575 -19.524703 8.813460 -0.750 -0.428 0.523 -0.715
O -9.436307 -21.101834 10.641703 -0.153 0.096 0.291 -0.597
H -8.820784 -17.847328 10.827600 -0.016 0.046 0.125 0.357
H -7.718702 -19.216003 10.893642 0.055 0.035 0.178 0.344
H -8.879924 -18.945487 12.218104 -0.090 -0.167 0.008 0.382
H -10.732033 -19.482580 10.537899 0.076 0.033 0.252 -0.219
H -8.719478 -20.245713 8.473722 0.439 0.409 0.012 0.410
H -9.229457 -18.480428 8.611883 0.139 -0.093 -0.346 0.431
H -10.382404 -19.819603 8.299475 0.022 0.236 -0.094 -0.265
H -10.070449 -21.646268 10.162395 -0.087 0.001 -0.107 0.273
C -13.961022 -23.207121 7.400737 -0.575 -1.112 0.559 -1.021
C -12.449365 -23.131296 7.538440 -0.175 0.260 0.128 0.182
C -11.823471 -22.162384 6.554828 -0.067 -0.086 -0.192 -0.359
O -12.041310 -22.655688 8.826762 0.130 0.199 0.274 -0.429
H -14.234833 -23.744360 6.490320 0.118 0.345 -0.222 0.330
H -14.566170 -22.308235 7.499504 0.481 0.383 -0.201 -0.057
H -14.351550 -23.880813 8.177725 0.155 0.104 0.107 0.453
H -12.102355 -24.166251 7.429120 0.303 0.179 -0.256 0.372
H -12.169625 -22.353249 5.537591 0.012 0.005 0.025 0.440
H -10.733420 -22.180333 6.557230 -0.032 -0.181 0.120 0.013
H -12.133391 -21.154971 6.835852 -0.088 0.036 -0.059 -0.332
H -12.273972 -23.288747 9.512564 -0.149 -0.086 -0.107 0.275
C -11.705113 -18.302138 5.713747 -0.474 0.360 -0.975 -0.201
O -11.497736 -18.658623 4.334495 0.286 -0.141 0.915 0.196
H -11.295469 -19.031558 6.411375 -0.031 -0.038 -0.048 -0.228
H -11.287005 -17.307795 5.891332 0.050 -0.043 0.248 0.507
H -12.789837 -18.237500 5.796133 0.030 -0.053 0.470 0.136
H -10.551122 -18.827866 4.248827 -0.035 -0.321 -0.554 -0.361


Entry 2:
11
Properties=species:S:1:pos:R:3:forces:R:3:nbo_charge:R:1 method="wB97M-V/def2-TZVPD" homo_energy_ev=-8.37 e_above_lowest_kj_mol=343.3 gap_ev=9.02 energy_ha=-413.76094
C -0.903464 0.045261 -0.089667 -1.441 2.227 -0.526 0.165
C -3.302887 -0.186504 0.052406 0.335 0.317 -0.472 1.041
N -0.294871 -1.085100 -0.063503 1.304 0.823 -0.188 -0.346
N -0.385163 1.234913 0.221572 2.200 -1.964 0.570 -0.797
O -3.331090 -1.342739 -0.025901 -0.269 -0.966 0.184 -0.569
O -3.469049 0.956980 0.104822 -0.572 0.699 0.261 -0.543
O 1.130896 -1.156579 0.325094 -1.555 1.467 1.548 -0.619
H -0.987165 -1.772851 0.161364 0.580 -1.494 0.275 0.415
H -0.724909 2.130936 -0.019008 -1.055 0.291 -0.181 0.408
H 0.522225 1.237135 0.682235 0.073 0.241 -0.386 0.375
H 1.503468 -1.918984 -0.055948 0.399 -1.639 -1.084 0.471